# 1
{
  "formula": "C3H3CoO2",
  "method": "ωB97M-V/def2-TZVPD",
  "multiplicity": 5,
  "s2": 6.0044,
  "homo_lumo_gap_ev": [7.9812, 7.2014],
  "e_homo_ev": [-7.5442, -8.0333],
  "max_force_ev_per_a": 4.558,
  "elements": ["C", "C", "H", "H", "H", "O", "C", "O", "Co"],
  "coordinates": [[0.75, -0.95, 0.07], [-0.45, -0.54, 0.85], [-1.36, -1.14, 0.74], [0.87, -1.86, -0.52], [-0.26, -0.27, 1.90], [0.99, 1.29, -1.41], [0.55, 0.32, -0.72], [-0.59, 0.68, 0.05], [-0.50, 2.47, -0.96]],
  "mulliken_spin": [0.050, 0.012, 0.002, 0.001, 0.003, 0.004, 0.002, -0.073, 4.001]
}

# 2
{
  "formula": "C3H5N3OS",
  "method": "ωB97M-V/def2-TZVPD",
  "homo_lumo_gap_ev": 8.4231,
  "e_homo_ev": -9.2243,
  "smiles": "N/N=C\\N(C=O)C=S",
  "max_force_ev_per_a": 5.601,
  "elements": ["N", "N", "C", "N", "C", "O", "C", "S", "H", "H", "H", "H", "H"],
  "coordinates": [[-2.32, -1.32, -0.68], [-1.53, -1.55, 0.42], [-0.55, -0.79, 0.81], [-0.15, 0.42, 0.18], [-0.87, 1.76, 0.22], [-0.48, 2.86, -0.21], [1.30, 0.50, -0.12], [2.33, -0.83, -0.16], [-2.59, -2.37, -1.11], [-1.87, -0.77, -1.36], [0.05, -0.89, 1.65], [-1.81, 1.46, 0.62], [1.45, 1.38, -0.59]],
  "lowdin_charge": [-0.018, -0.038, -0.244, -0.103, -0.165, 0.044, -0.551, 0.649, 0.179, 0.037, 0.084, 0.115, 0.011]
}

# 3
{
  "formula": "C3H2BrClO2S",
  "method": "ωB97M-V/def2-TZVPD",
  "homo_lumo_gap_ev": [7.8192, 7.7057],
  "e_homo_ev": [-9.4017, -9.3405],
  "max_force_ev_per_a": 4.562,
  "elements": ["C", "C", "C", "O", "O", "S", "Cl", "Br", "H", "H"],
  "coordinates": [[0.01, 0.96, -0.09], [1.06, 0.29, 0.65], [-1.26, 0.55, 0.05], [-0.25, -2.18, -1.29], [0.97, -0.72, 1.31], [-0.17, -3.32, -0.34], [0.43, 2.17, -1.26], [2.68, 1.27, 0.47], [-1.38, -0.16, 0.73], [-2.09, 1.13, -0.23]],
  "lowdin_charge": [-0.755, -0.867, 0.071, -0.685, -0.005, 0.740, 0.639, 0.759, 0.028, 0.075]
}

# 4
{
  "formula": "C33H61N3O10",
  "method": "ωB97M-V/def2-TZVPD",
  "homo_lumo_gap_ev": 8.6830,
  "e_homo_ev": -8.3219,
  "smiles": "C[N+](=O)[O-].c1cc[nH]c1.c1cc[nH]c1.CC(C)=O.CC(C)=O.CC(C)=O.CC(C)=O.CC(C)=O.CC(C)=O.CC(C)=O.CC(C)=O",
  "max_force_ev_per_a": 3.937,
  "elements": ["C", "N", "O", "O", "H", "H", "H", "C", "C", "C", "N", "C", "H", "H", "H", "H", "H", "C", "C", "C", "N", "C", "H", "H", "H", "H", "H", "C", "C", "C", "O", "H", "H", "H", "H", "H", "H", "C", "C", "C", "O", "H", "H", "H", "H", "H", "H", "C", "C", "C", "O", "H", "H", "H", "H", "H", "H", "C", "C", "C", "O", "H", "H", "H", "H", "H", "H", "C", "C", "C", "O", "H", "H", "H", "H", "H", "H", "C", "C", "C", "O", "H", "H", "H", "H", "H", "H", "C", "C", "C", "O", "H", "H", "H", "H", "H", "H", "C", "C", "C", "O", "H", "H", "H", "H", "H", "H"],
  "coordinates": [[0.27, 4.33, 1.34], [0.27, 4.85, -0.06], [-0.42, 4.22, -0.89], [0.91, 5.78, -0.36], [-0.75, 3.99, 1.53], [0.65, 5.14, 1.95], [0.96, 3.50, 1.51], [-1.75, -3.50, -3.80], [-1.47, -2.26, -3.27], [-0.49, -1.68, -4.05], [-0.29, -2.48, -5.11], [-1.05, -3.66, -4.96], [-2.34, -4.28, -3.35], [-1.86, -1.82, -2.36], [-0.13, -0.66, -4.08], [0.16, -2.22, -5.98], [-0.95, -4.46, -5.69], [-1.24, 0.08, -0.43], [-0.75, 0.02, 0.90], [0.37, 0.81, 0.88], [0.53, 1.27, -0.36], [-0.52, 0.95, -1.17], [-2.16, -0.38, -0.76], [-1.18, -0.52, 1.74], [0.92, 1.16, 1.74], [1.31, 1.84, -0.66], [-0.62, 1.27, -2.20], [0.95, 0.04, 5.88], [1.55, -1.23, 5.21], [2.36, -1.07, 3.93], [1.32, -2.32, 5.74], [-0.05, 0.19, 5.47], [1.55, 0.93, 5.67], [0.93, -0.11, 6.96], [2.78, -2.06, 3.75], [3.18, -0.37, 4.07], [1.65, -0.77, 3.16], [-2.39, -3.47, 5.33], [-2.70, -2.38, 4.29], [-3.95, -2.55, 3.38], [-2.01, -1.36, 4.25], [-3.02, -3.27, 6.19], [-1.30, -3.38, 5.43], [-2.73, -4.38, 4.84], [-4.72, -3.15, 3.86], [-3.74, -3.11, 2.47], [-4.34, -1.57, 3.11], [5.29, 2.80, 2.67], [4.02, 1.95, 2.42], [4.14, 0.93, 1.25], [2.96, 2.10, 3.00], [5.13, 3.60, 3.40], [5.72, 3.21, 1.75], [6.03, 2.15, 3.14], [4.52, -0.04, 1.57], [4.84, 1.30, 0.51], [3.16, 0.78, 0.80], [-3.39, 3.23, -3.17], [-3.39, 2.07, -4.15], [-3.46, 0.70, -3.58], [-3.32, 2.15, -5.35], [-4.13, 2.99, -2.40], [-3.69, 4.13, -3.71], [-2.44, 3.43, -2.67], [-3.39, 0.04, -4.45], [-4.47, 0.53, -3.20], [-2.65, 0.45, -2.90], [2.07, 2.89, -3.60], [3.04, 2.60, -2.44], [4.39, 2.11, -2.79], [2.71, 2.78, -1.25], [1.86, 1.96, -4.12], [2.47, 3.54, -4.39], [1.23, 3.45, -3.20], [4.65, 2.44, -3.79], [4.35, 1.02, -2.77], [5.11, 2.38, -2.02], [3.07, -3.01, -3.41], [2.71, -1.65, -2.86], [2.48, -1.53, -1.39], [2.74, -0.66, -3.58], [3.66, -3.60, -2.71], [3.66, -2.85, -4.32], [2.15, -3.52, -3.72], [3.46, -1.47, -0.91], [1.86, -2.35, -1.02], [1.91, -0.63, -1.17], [-4.58, 1.30, 1.35], [-4.56, 2.45, 0.37], [-3.34, 3.37, 0.31], [-5.44, 2.70, -0.43], [-3.61, 1.08, 1.80], [-4.78, 0.34, 0.86], [-5.27, 1.50, 2.17], [-2.38, 2.91, 0.08], [-3.20, 3.87, 1.26], [-3.52, 4.16, -0.43], [0.49, -3.85, 1.68], [-0.06, -4.66, 0.55], [-1.41, -4.26, 0.08], [0.55, -5.65, 0.04], [1.19, -4.45, 2.26], [-0.36, -3.70, 2.35], [0.86, -2.88, 1.35], [-2.14, -4.54, 0.85], [-1.70, -4.79, -0.82], [-1.50, -3.20, -0.17]],
  "lowdin_charge": [0.067, -0.434, 0.009, 0.105, 0.085, 0.102, 0.075, -0.130, -0.123, -0.154, 0.012, -0.098, 0.093, 0.065, 0.108, 0.150, 0.103, -0.146, -0.080, -0.172, 0.020, -0.126, 0.079, 0.082, 0.094, 0.077, 0.111, -0.010, -0.450, -0.016, 0.031, 0.069, 0.065, 0.078, 0.081, 0.070, 0.073, -0.006, -0.448, -0.011, 0.025, 0.092, 0.074, 0.075, 0.075, 0.066, 0.068, -0.014, -0.433, -0.018, 0.031, 0.076, 0.077, 0.081, 0.083, 0.066, 0.050, -0.002, -0.501, -0.023, 0.069, 0.055, 0.089, 0.071, 0.083, 0.096, 0.046, 0.005, -0.421, -0.014, -0.005, 0.080, 0.084, 0.074, 0.092, 0.077, 0.087, -0.009, -0.483, -0.002, 0.023, 0.086, 0.083, 0.081, 0.094, 0.081, 0.061, -0.017, -0.458, -0.035, 0.048, 0.063, 0.081, 0.087, 0.053, 0.080, 0.078, -0.018, -0.466, -0.027, 0.026, 0.092, 0.073, 0.076, 0.082, 0.077, 0.074]
}

# 5
{
  "formula": "C5H8N3",
  "method": "ωB97M-V/def2-TZVPD",
  "total_charge": 1,
  "homo_lumo_gap_ev": [6.5231, 8.4969],
  "e_homo_ev": [-11.5646, -13.3399],
  "max_force_ev_per_a": 3.661,
  "elements": ["C", "C", "C", "C", "C", "N", "N", "N", "H", "H", "H", "H", "H", "H", "H", "H"],
  "coordinates": [[1.97, 1.15, -0.29], [-3.67, 0.28, 0.94], [2.57, -1.78, -0.93], [-1.25, 0.28, 0.75], [0.74, 0.75, -0.33], [-2.51, -0.03, 0.61], [1.38, -1.72, -0.71], [-0.52, 0.50, -0.40], [2.30, 2.16, 0.17], [2.78, 0.55, -0.58], [-4.60, -0.29, 0.59], [-4.06, 1.05, 1.60], [3.08, -2.64, -1.19], [3.39, -0.93, -0.72], [-0.75, 0.18, 1.81], [-0.85, 0.51, -1.32]],
  "lowdin_charge": [0.082, 0.057, -0.148, -0.090, -0.088, 0.038, 0.132, 0.117, 0.136, 0.006, 0.124, 0.092, 0.056, 0.112, 0.203, 0.169]
}

# 6
{
  "formula": "C5H12O",
  "method": "ωB97M-V/def2-TZVPD",
  "homo_lumo_gap_ev": 10.4646,
  "e_homo_ev": -9.5274,
  "smiles": "COC(C)(C)C",
  "max_force_ev_per_a": 0.348,
  "elements": ["C", "O", "C", "C", "C", "C", "H", "H", "H", "H", "H", "H", "H", "H", "H", "H", "H", "H"],
  "coordinates": [[2.10, -0.13, -0.37], [1.09, -0.25, 0.60], [-0.28, -0.03, 0.22], [-0.43, 0.95, -0.95], [-0.91, -1.38, -0.12], [-0.92, 0.57, 1.47], [2.44, 0.91, -0.50], [1.83, -0.52, -1.36], [2.95, -0.72, 0.00], [-0.07, 0.51, -1.89], [-1.49, 1.19, -1.08], [0.11, 1.88, -0.76], [-0.45, -1.82, -1.01], [-0.78, -2.07, 0.72], [-1.99, -1.27, -0.31], [-0.77, -0.09, 2.32], [-0.45, 1.54, 1.70], [-1.99, 0.73, 1.32]],
  "lowdin_charge": [-0.117, -0.163, -0.645, -0.048, -0.032, -0.036, 0.089, 0.084, 0.089, 0.079, 0.090, 0.091, 0.083, 0.087, 0.087, 0.088, 0.088, 0.086]
}

# 7
{
  "formula": "C23H38AsF4N2Si2Ta",
  "method": "ωB97M-V/def2-TZVPD",
  "total_charge": 2,
  "homo_lumo_gap_ev": 6.1815,
  "e_homo_ev": -13.7819,
  "max_force_ev_per_a": 1.840,
  "elements": ["Ta", "C", "C", "N", "C", "C", "C", "C", "N", "C", "C", "F", "C", "F", "C", "C", "F", "C", "F", "H", "H", "H", "H", "H", "H", "H", "H", "H", "H", "H", "H", "H", "H", "H", "C", "C", "C", "C", "C", "H", "H", "H", "H", "H", "C", "Si", "C", "C", "As", "Si", "C", "C", "C", "H", "H", "H", "H", "H", "H", "H", "H", "H", "H", "H", "H", "H", "H", "H", "H", "H", "H"],
  "coordinates": [[1.06, 0.13, 0.30], [-0.62, -3.29, 0.85], [-1.11, -2.47, 2.03], [-1.47, -1.09, 1.67], [-2.74, -1.11, 0.93], [-3.33, 0.26, 0.59], [-1.54, -0.21, 2.85], [-0.87, 1.13, 2.56], [0.47, 0.81, 2.06], [1.46, 0.51, 3.02], [2.13, -0.70, 2.92], [1.76, -1.52, 1.85], [3.14, -1.06, 3.78], [3.75, -2.23, 3.60], [3.52, -0.22, 4.80], [2.86, 1.00, 4.93], [3.21, 1.84, 5.88], [1.85, 1.36, 4.06], [1.28, 2.55, 4.17], [-0.36, -4.30, 1.18], [0.28, -2.86, 0.40], [-1.37, -3.39, 0.07], [-0.33, -2.44, 2.79], [-1.97, -2.99, 2.49], [-3.48, -1.67, 1.50], [-2.56, -1.65, -0.01], [-3.60, 0.83, 1.48], [-4.24, 0.11, 0.02], [-2.64, 0.85, -0.01], [-1.01, -0.68, 3.68], [-2.57, -0.06, 3.19], [-0.83, 1.74, 3.46], [-1.40, 1.70, 1.79], [4.31, -0.49, 5.48], [2.80, 1.54, -0.37], [3.53, 1.25, 0.84], [3.99, -0.04, 0.77], [3.58, -0.60, -0.47], [2.90, 0.37, -1.20], [2.58, 2.53, -0.73], [3.69, 1.95, 1.65], [4.58, -0.55, 1.52], [3.83, -1.59, -0.83], [2.71, 0.35, -2.26], [-3.14, -1.17, -3.41], [-1.35, -1.49, -3.58], [-0.73, -3.17, -3.18], [-0.40, -0.55, -4.85], [-0.39, -0.24, -1.53], [-0.56, 2.15, -2.02], [-2.24, 2.37, -2.77], [-0.44, 3.13, -0.44], [0.80, 2.63, -3.20], [-3.66, -1.49, -4.32], [-3.34, -0.11, -3.27], [-3.56, -1.72, -2.57], [-0.85, -3.83, -4.05], [-1.28, -3.61, -2.35], [0.33, -3.15, -2.93], [-0.51, -1.01, -5.83], [0.66, -0.53, -4.60], [-0.76, 0.48, -4.92], [-3.01, 1.87, -2.19], [-2.29, 2.02, -3.80], [-2.47, 3.44, -2.77], [-1.40, 3.16, 0.08], [-0.18, 4.16, -0.69], [0.32, 2.79, 0.28], [0.64, 2.22, -4.20], [1.79, 2.32, -2.87], [0.80, 3.72, -3.29]],
  "lowdin_charge": [1.464, -0.083, -0.246, -0.205, -0.259, -0.087, -0.155, -0.150, -0.178, -0.192, -0.155, -0.016, -0.220, 0.137, 0.132, -0.184, 0.160, -0.144, 0.142, 0.095, 0.036, 0.058, 0.105, 0.134, 0.134, 0.070, 0.080, 0.092, 0.009, 0.126, 0.135, 0.131, 0.086, 0.162, -0.254, -0.095, -0.080, -0.081, -0.282, 0.117, 0.133, 0.127, 0.130, 0.097, -0.187, 0.440, -0.209, -0.210, 0.781, 0.294, -0.201, -0.212, -0.192, 0.060, 0.015, 0.043, 0.057, 0.031, 0.039, 0.058, 0.040, 0.022, 0.024, 0.035, 0.060, 0.040, 0.060, -0.011, 0.032, 0.011, 0.058]
}

# 8
{
  "formula": "C2H2ClO3P",
  "method": "ωB97M-V/def2-TZVPD",
  "homo_lumo_gap_ev": 10.3164,
  "e_homo_ev": -10.9074,
  "max_force_ev_per_a": 2.775,
  "elements": ["C", "C", "O", "O", "O", "P", "Cl", "H", "H"],
  "coordinates": [[0.54, -0.92, -1.09], [1.01, 0.08, -0.36], [-1.49, -1.12, 0.63], [0.24, -1.86, -1.68], [-1.49, 1.40, -0.31], [-1.03, 0.28, 0.53], [-0.27, 0.93, 2.26], [1.12, 1.13, -0.69], [1.37, 0.08, 0.70]],
  "lowdin_charge": [-0.222, -0.088, -0.325, 0.278, -0.339, 0.101, 0.409, 0.118, 0.068]
}

Energy above the lowest of the compared OMol25 structures with the same formula, charge and spin / kJ/mol: 35.2 374.7 84.0 128.9 721.4 51.9 302.6 50.5